ORCA calculation (ωB97M-V with the def2-TZVPD basis set) on one molecule with the formula C2H4N6 in a non-equilibrium geometry.

Relative energy (zero: lowest compared OMol25 entry of this formula, charge and spin), eV: 3.771
SMILES: [H]/N=C\N=c1/nn[nH][nH]1
M, g/mol: 112.10
Frontier orbital gap, eV: 9.52

Each line ends with the Mulliken charge.
Positions of all 12 atoms, in Å:
H: 3.464 0.817 -0.179  0.3059
N: 3.175 -0.222 0.139  -0.6103
C: 1.991 -0.557 0.087  0.1582
N: 1.074 0.523 -0.132  -0.5533
C: -0.121 0.205 -0.174  0.4254
N: -0.700 -1.153 -0.403  -0.0795
N: -1.859 -1.157 0.067  -0.3401
N: -2.391 0.084 0.396  -0.0476
N: -1.362 0.884 -0.147  -0.2298
H: 1.493 -1.462 0.533  0.3220
H: -3.148 0.008 -0.292  0.3107
H: -1.617 2.031 0.106  0.3383

---

ORCA calculation (ωB97M-V with the def2-TZVPD basis set) on a 2-piece molecular cluster, CClNOS2 overall in a non-equilibrium geometry.

Relative energy (zero: lowest compared OMol25 entry of this formula, charge and spin), eV: 0.542
M, g/mol: 141.60
Frontier orbital gap, eV: 8.45

Each line ends with the Mulliken charge.
Positions of all 6 atoms, in Å:
C: 1.926 -0.284 0.323  0.3847
N: 1.943 -1.135 1.088  -0.3055
O: -2.837 0.458 0.784  -0.3257
S: -0.913 0.446 -1.275  -0.1522
S: -2.264 -0.375 -0.172  0.4724
Cl: 2.145 0.888 -0.748  -0.0737

---

ORCA calculation (ωB97M-V with the def2-TZVPD basis set) on a 3-piece molecular cluster, C44H79BrF6N4O9P overall in a non-equilibrium geometry.

Total charge: +1
Spin multiplicity: 3
Expectation value of S²: 2.008
M, g/mol: 1033.00
Frontier orbital gap (alpha / beta), eV: 6.90 / 7.67

Each line ends with the Mulliken spin population.
Positions of all 144 atoms, in Å:
C: 2.303 -7.728 3.592  0.0000
C: 3.334 -7.111 4.593  0.0000
C: 4.082 -5.942 3.890  0.0000
C: 3.856 -4.561 4.573  0.0000
C: 4.099 -3.367 3.594  0.0000
C: 2.864 -2.472 3.344  0.0000
C: 1.605 -3.214 2.773  0.0000
C: 1.940 -4.227 1.656  0.0001
N: 1.029 -4.202 0.456  0.0000
C: -0.184 -5.081 0.555  0.0000
C: -0.823 -5.249 1.945  0.0000
C: 0.757 -2.799 -0.012  0.0000
C: 2.098 -1.996 -0.193  -0.0001
C: 3.108 -2.659 -1.134  0.0001
O: 2.964 -2.900 -2.244  0.0000
Br: 4.880 -3.087 -0.348  -0.0002
C: 0.112 -2.791 -1.414  0.0000
O: 0.258 -3.747 -2.061  0.0000
C: -0.658 -1.630 -2.118  0.0000
F: -0.073 -0.436 -1.969  0.0000
F: -0.545 -1.844 -3.434  0.0000
C: -2.189 -1.596 -1.845  0.0000
F: -2.542 -0.296 -1.808  0.0000
F: -2.518 -2.100 -0.653  0.0000
C: -3.094 -2.276 -2.914  0.0000
F: -2.690 -3.479 -3.266  0.0000
F: -4.291 -2.461 -2.295  0.0000
C: -3.425 -1.369 -4.147  0.0000
O: -2.819 -1.423 -5.128  0.0000
O: -4.432 -0.475 -4.042  0.0000
C: -0.018 -2.103 1.146  0.0000
C: -0.320 -0.576 0.936  0.0000
C: -0.812 0.104 2.249  0.0000
C: -2.118 -0.508 2.833  0.0000
P: -3.688 0.095 2.100  -0.0001
O: -4.350 -1.065 1.485  0.0000
O: -4.557 0.791 3.271  0.0000
C: -5.329 -0.140 4.053  0.0000
C: -4.528 -0.783 5.219  0.0000
O: -3.402 1.179 0.936  0.0001
C: -4.475 1.280 -0.028  0.0029
C: -5.847 1.649 0.555  -0.0035
N: 0.569 -2.206 2.493  0.0000
H: 1.910 -8.687 3.951  0.0000
H: 1.442 -7.034 3.573  0.0000
H: 2.693 -7.798 2.569  0.0000
H: 2.749 -6.758 5.448  0.0000
H: 4.030 -7.917 4.846  0.0000
H: 3.843 -5.864 2.820  0.0000
H: 5.155 -6.178 3.945  0.0000
H: 4.625 -4.485 5.352  0.0000
H: 2.861 -4.467 5.030  0.0000
H: 4.867 -2.716 4.036  0.0000
H: 4.538 -3.751 2.660  0.0000
H: 2.534 -2.129 4.339  0.0000
H: 3.084 -1.556 2.779  0.0000
H: 1.254 -3.813 3.627  0.0000
H: 1.910 -5.240 2.073  0.0000
H: 2.967 -4.078 1.302  -0.0001
H: 1.608 -4.619 -0.285  0.0000
H: -0.983 -4.827 -0.147  0.0000
H: 0.146 -6.084 0.246  0.0000
H: -0.312 -5.982 2.580  0.0000
H: -1.829 -5.659 1.778  0.0000
H: -0.964 -4.324 2.513  0.0000
H: 2.599 -1.797 0.759  0.0002
H: 1.879 -1.012 -0.628  -0.0001
H: -4.522 -0.225 -3.105  0.0000
H: -1.024 -2.563 1.186  0.0000
H: 0.565 -0.001 0.632  0.0000
H: -1.108 -0.390 0.201  -0.0001
H: -1.059 1.133 1.939  0.0000
H: -0.009 0.209 2.982  0.0000
H: -2.140 -0.225 3.897  0.0000
H: -2.155 -1.604 2.821  0.0000
H: -5.851 -0.898 3.460  0.0000
H: -6.112 0.459 4.536  0.0000
H: -5.239 -0.885 6.051  0.0000
H: -4.179 -1.796 4.986  0.0000
H: -3.735 -0.103 5.548  0.0000
H: -4.199 2.082 -0.725  0.0020
H: -4.615 0.372 -0.626  -0.0001
H: -6.262 0.831 1.157  -0.0009
H: -5.843 2.593 1.110  0.0010
H: -6.537 1.754 -0.296  0.0009
H: -0.188 -2.384 3.142  0.0000
C: 9.288 2.260 -3.866  0.0131
C: 9.703 1.126 -2.902  0.0271
C: 9.236 -0.218 -3.471  0.0251
C: 7.724 -0.406 -3.384  -0.0187
C: 7.230 -0.193 -1.955  0.0132
C: 7.708 1.117 -1.316  0.0258
N: 9.160 1.372 -1.534  0.3267
O: 9.827 0.637 -0.694  0.5846
C: 6.882 2.302 -1.864  0.0244
C: 7.351 1.078 0.175  -0.0104
C: 11.234 1.173 -2.916  -0.0059
H: 9.933 2.270 -4.745  0.0010
H: 8.276 2.160 -4.253  0.0009
H: 9.381 3.236 -3.388  -0.0089
H: 9.723 -1.038 -2.933  0.0032
H: 9.553 -0.307 -4.513  0.0004
H: 7.207 0.273 -4.069  0.0004
H: 7.465 -1.416 -3.711  0.0014
H: 6.137 -0.234 -1.941  -0.0003
H: 7.574 -1.039 -1.349  0.0088
H: 7.300 3.253 -1.530  -0.0141
H: 5.854 2.254 -1.500  0.0012
H: 6.808 2.319 -2.948  0.0017
H: 7.760 0.201 0.676  0.0007
H: 6.267 1.037 0.302  0.0005
H: 7.714 1.968 0.692  -0.0017
H: 11.600 2.128 -2.534  -0.0010
H: 11.604 1.056 -3.935  0.0004
H: 11.684 0.374 -2.328  0.0005
C: -8.605 7.186 -0.593  0.0086
C: -7.169 6.616 -0.558  0.0303
C: -6.187 7.692 -1.032  0.0183
C: -6.276 7.958 -2.532  -0.0162
C: -6.122 6.663 -3.325  0.0166
C: -7.050 5.531 -2.862  0.0390
N: -7.075 5.372 -1.378  0.3473
O: -6.001 4.733 -1.021  0.5655
C: -8.481 5.776 -3.385  0.0121
C: -6.614 4.240 -3.566  -0.0145
C: -6.922 6.330 0.927  -0.0074
H: -8.765 7.872 0.240  0.0006
H: -8.827 7.762 -1.488  0.0008
H: -9.346 6.390 -0.500  -0.0083
H: -5.162 7.393 -0.789  0.0012
H: -6.369 8.623 -0.488  0.0011
H: -7.221 8.447 -2.784  -0.0008
H: -5.490 8.657 -2.824  0.0019
H: -6.290 6.865 -4.385  0.0003
H: -5.080 6.336 -3.240  0.0033
H: -9.181 5.061 -2.949  -0.0084
H: -8.520 5.649 -4.467  0.0004
H: -8.851 6.781 -3.195  0.0010
H: -5.562 4.010 -3.396  0.0023
H: -6.743 4.337 -4.644  0.0003
H: -7.211 3.388 -3.233  0.0006
H: -7.622 5.580 1.303  0.0006
H: -7.061 7.239 1.513  0.0001
H: -5.908 5.985 1.126  0.0007

---

ORCA calculation (ωB97M-V with the def2-TZVPD basis set) on one molecule with the formula F2HISi in a non-equilibrium geometry.

Spin multiplicity: 3
Relative energy (zero: lowest compared OMol25 entry of this formula, charge and spin), eV: 1.341
Expectation value of S²: 2.005
M, g/mol: 193.99
Frontier orbital gap (alpha / beta), eV: 5.59 / 6.58

Each line ends with the Mulliken spin population.
Positions of all 5 atoms, in Å:
F: 1.001 2.114 0.477  0.0104
F: 1.068 0.342 2.083  -0.0004
Si: 0.185 0.837 0.941  0.5211
I: -2.034 1.648 1.602  1.3194
H: 0.416 -0.362 0.068  0.1495